1.
Entry from OMol25: a molecular structure, C38H31Cl3F5O3PReS (ωB97M-V/def2-TZVPD).

```
83
C38H31Cl3F5O3PReS ωB97M-V/def2-TZVPD
C -3.1649 4.6424 1.7256
H 1.5620 -0.7812 2.5944
C 3.7793 1.9564 3.5318
C -0.2500 -3.3334 -1.7801
C 1.3120 -4.9359 -0.7100
C -2.5323 -1.7204 2.9274
S 0.6225 2.3937 1.0277
H -3.6800 -0.7972 -1.2652
H 4.5517 -0.4349 1.9185
C 2.3190 1.7035 -3.3107
C -2.4885 0.1424 0.9328
H -1.5512 -1.9156 -0.7761
C -3.7188 -1.1073 2.5288
C 3.9829 -1.0352 1.2014
H 2.8479 -1.0114 3.7761
H -4.4314 -1.4241 -3.5292
H 1.0747 -2.6967 -3.3816
H 3.3520 -0.3683 0.6200
H -2.3819 -3.0102 -1.8783
C -3.6396 3.4662 -0.7383
C -4.0817 5.2126 0.8541
F 3.1553 3.5321 -0.1828
H -1.8252 -3.5877 -0.2988
H 4.6958 -1.4981 0.5160
C -3.7920 -0.5606 -3.3945
H 1.6713 -2.2932 3.4969
H 0.3849 -1.3564 -2.4594
C 2.2773 2.3925 1.6848
C -2.5451 0.8965 -1.9396
C -1.3141 -1.4007 2.3393
C 2.4541 -3.0513 0.9980
H -3.7277 -0.0819 -5.4821
F 6.0517 2.4957 3.3262
C 2.3143 -5.3215 0.1588
H 3.6667 -4.6656 1.6807
C 4.8345 2.4769 2.8056
H -0.4215 -4.2912 -2.2788
Cl 1.8308 3.4155 -3.3310
H -4.6511 -1.3777 3.0089
O 2.2340 0.9402 -1.0157
O 1.0326 -1.3748 0.0401
C 0.8391 -3.6259 -0.7634
O 0.3983 0.7855 -2.1991
H -1.7967 3.0469 2.0720
C -1.2803 -0.4449 1.3255
H -0.6186 -2.2316 -3.6032
C -2.5803 1.3040 -4.3111
C 0.1796 -2.3458 -2.8646
H -3.8440 3.0130 -1.6981
H -1.4922 2.5034 -2.9149
C 3.3417 2.9594 0.9996
H -4.6189 0.3446 1.2071
C 2.5179 1.9268 2.9687
P -1.9106 1.3057 -0.2975
C 1.6103 1.0822 -2.0846
C -2.6971 2.9008 0.1208
C 1.4223 -2.6933 0.1106
F 5.6250 3.5135 0.8559
C -3.7076 -0.1519 1.5210
C -3.3985 0.1934 -4.4879
H -2.2634 1.8888 -5.1651
F 1.5188 1.4424 3.7043
H -4.6141 6.1120 1.1372
C -4.3232 4.6178 -0.3737
C 4.6151 2.9860 1.5383
C 2.8739 -4.3789 0.9990
H 3.8907 -2.7301 2.4702
C -1.5785 -2.9381 -1.1410
H -2.5631 -2.4636 3.7154
Cl 1.7740 0.9135 -4.7936
C -3.3658 -0.2106 -2.1193
C -2.1517 1.6530 -3.0436
H -2.9842 5.0887 2.6950
H -0.4102 -1.9026 2.6643
C 2.2564 -1.5120 3.0072
C -2.4792 3.4935 1.3662
F 3.9860 1.4765 4.7558
Cl 4.0681 1.5791 -3.1754
H -5.0482 5.0452 -1.0547
H 0.8721 -5.6662 -1.3794
Re 0.2941 0.3339 0.1804
C 3.1710 -2.1016 1.9386
H 2.6621 -6.3466 0.1754
```

Multiplicity: 2
HOMO level (spin up / spin down) in eV: -8.019 / -8.034
ΔE to the lowest compared entry with this formula, charge and spin in kJ/mol: 0.00
E in a.u.: -4390.0814

=====

2.
Entry from OMol25: a molecular structure, C33H37BrGeN4O2SeW (ωB97M-V/def2-TZVPD).

```
80
C33H37BrGeN4O2SeW ωB97M-V/def2-TZVPD
H 5.0811 2.0869 -3.1271
C -2.8339 4.7129 -1.0905
H -1.0153 4.4896 -2.1255
C -3.6900 4.4468 0.0067
H -2.8336 -2.0296 1.5281
H 0.4885 -2.2297 2.6413
C 6.3738 -0.1165 0.7032
C 0.9357 -4.8711 0.1389
O 2.2261 -0.4029 0.2923
C 2.0531 -3.1946 -1.2323
H -1.6834 -0.5580 6.1158
C 5.0028 -0.2296 0.5226
C -0.0976 -4.0184 0.4088
W 0.4006 -0.4359 -0.2070
H 1.9088 1.1451 3.7981
Ge -1.8463 -1.8402 3.9012
H 2.2206 1.6047 2.1003
Se 0.1627 0.2293 2.3268
H 0.9291 -5.8760 0.5487
C 4.3780 0.3910 -0.5509
C -4.7752 5.2529 0.2344
H -1.8305 0.5614 4.7412
H -1.6972 -0.7830 -5.7858
H 2.8060 -5.1503 -0.9064
H -3.4805 3.6375 0.6895
H 6.8561 -0.6060 1.5438
H -5.4212 5.0601 1.0823
C 0.1919 2.4910 -1.2586
N 2.2743 1.5752 -0.8667
H 2.6636 2.1146 -1.6278
C -1.5171 -1.6212 -2.5157
H 8.1956 0.7152 -0.0853
N -1.1424 -1.0275 -1.2837
O 4.4596 1.6804 -2.5177
H 0.6084 -1.3731 4.1863
H -4.0202 -2.3686 2.7996
H -3.5681 -0.6910 2.4506
H -2.6764 -3.0524 -5.9064
C 5.1380 1.1086 -1.4588
N 0.8428 1.4236 -0.9174
C -0.0545 -2.7646 -0.1960
C -2.0756 -2.8778 -2.5685
C -5.0465 6.3268 -0.6219
H 7.0893 1.8054 -2.0102
H -2.2213 -3.4479 -1.6591
H 2.8987 -2.9152 -1.8518
C 1.9504 0.7968 2.7735
C -1.6573 3.9959 -1.3918
H -2.9567 -4.3678 -3.8373
N -1.0756 -1.7663 -0.0601
H 0.7809 3.2727 -1.7451
C 6.5050 1.2303 -1.2933
Br -2.0714 1.5378 0.0579
H -0.9929 -3.6718 5.4279
C -2.1737 -0.3898 5.1518
C -3.1029 5.8284 -1.9204
H 2.7361 -0.2930 -1.6730
C -1.8066 -3.5869 4.7035
C 0.0329 -1.4871 3.2703
C -1.3819 -0.8640 -3.6665
H -1.6919 -4.3656 3.9453
H -5.9216 6.9419 -0.4442
C -2.3516 -2.6488 -4.9535
C 1.0056 -2.3136 -0.9969
C -1.7959 -1.3780 -4.8850
C -2.4960 -3.3883 -3.7985
H -3.2505 -0.3139 5.3279
H -0.9475 -4.3098 1.0175
C 7.1223 0.6187 -0.2093
C 1.9986 -4.4599 -0.6941
C -3.1873 -1.7195 2.5076
H -0.9572 0.1291 -3.5925
H 4.4062 -0.8178 1.2085
H 2.6333 -0.0332 2.6541
C 2.9152 0.2569 -0.7707
H -2.4393 6.0468 -2.7561
C -4.2039 6.6227 -1.6922
C -1.1290 2.8010 -0.9493
H -4.4035 7.4750 -2.3332
H -2.7509 -3.7571 5.2281
```

HOMO level in eV: -12.896
Charge: +2
ΔE to the lowest compared entry with this formula, charge and spin in kJ/mol: 133.12
E in a.u.: -8767.9810

=====

3.
Entry from OMol25: a gas-phase ion, C3H3N2OS (charge -1) (ωB97M-V/def2-TZVPD).

```
10
C3H3N2OS ωB97M-V/def2-TZVPD
S 0.4947 1.4828 0.0000
C 1.7528 0.2591 0.0000
N -1.9733 0.4430 0.0000
C -0.7084 0.1041 0.0000
H 2.7833 0.5541 0.0000
H 1.7796 -1.8916 0.0000
O -3.0267 -0.3457 0.0000
C 1.2004 -0.9791 0.0000
N -0.1392 -1.0753 0.0000
H -2.1632 1.4486 0.0000
```

HOMO level in eV: -1.836
Charge: -1
ΔE to the lowest compared entry with this formula, charge and spin in kJ/mol: 167.08
E in a.u.: -699.0161

=====

4.
Entry from OMol25: 2 unconnected molecules or ions with the total composition C4H12S (ωB97M-V/def2-TZVPD).

```
17
C4H12S ωB97M-V/def2-TZVPD
H -0.1085 3.9427 -0.3002
H 0.1527 0.1568 0.3575
H 1.9875 3.2048 -1.8038
S 0.1735 -2.3255 0.6763
C 1.3775 2.3869 -1.4080
C -0.6145 -0.6324 0.6202
H -0.8329 -0.3580 1.7019
H 1.2198 -2.0811 -0.2183
H -2.6770 -0.8834 0.3201
H -0.1065 2.3518 0.3750
H 1.2756 3.4365 0.5304
C -1.8260 -0.6336 -0.2312
H 0.7556 2.0209 -2.2930
H 2.1222 1.5490 -1.2091
H -1.9358 0.4118 -0.5367
H -1.7269 -1.2651 -1.0499
C 0.5794 2.9994 -0.0967
```

Multiplicity: 2
HOMO level (spin up / spin down) in eV: 1.109 / -5.038
Charge: -1
ΔE to the lowest compared entry with this formula, charge and spin in kJ/mol: 83.75
E in a.u.: -557.6897

=====

5.
Entry from OMol25: a single C4H6N2S molecule (ωB97M-V/def2-TZVPD).

```
13
C4H6N2S ωB97M-V/def2-TZVPD
H -2.4589 1.2589 2.0946
C -1.0066 0.6591 1.0697
H -0.1888 -1.1133 2.4832
C -0.9020 -0.9119 1.4347
H 0.9041 -1.8078 0.4908
C 0.5684 -0.0487 -0.5814
H -0.5909 -1.8494 -0.6736
C 0.0062 -1.2769 0.0933
N -1.7689 1.5195 1.5416
S 1.5565 -0.2805 -1.8937
H -0.2086 1.8968 -0.0362
H -1.9333 -1.2791 1.6530
N -0.0059 0.8880 0.1996
```

HOMO level in eV: -8.789
ΔE to the lowest compared entry with this formula, charge and spin in kJ/mol: 219.52
E in a.u.: -663.6449